Computed, not measured: a 3-piece molecular cluster, C2H10NO2S overall, with ωB97M-V with the def2-TZVPD basis set.

Summary:
- charge = 0
- ΔE to the lowest compared entry with this formula, charge and spin (kcal per mole) = 13.0
- LUMO level (alpha / beta) (eV) = 0.50 / -2.61
- HOMO energy (alpha / beta) (eV) = -9.74 / -9.48
- DFT total energy (eV) = -18654.709
- F_max (hartree/bohr) = 0.0402
- 2S+1 = 2
- <S²> = 0.753
- Kohn-Sham gap (alpha / beta) (Ha) = 0.37618 / 0.25254
- M (g mol⁻¹) = 112.174

XYZ file:
```
16
Properties=species:S:1:pos:R:3:forces:R:3:nbo_charge:R:1
C 0.343221 1.849798 2.380672 -1.0104 0.8015 -1.4645 -0.2345
C 1.014172 1.521983 1.020324 0.7677 1.4978 1.2030 -0.6442
S -0.042429 0.837750 -0.223511 0.2523 -0.3137 0.0842 0.1180
N -0.006314 0.620773 3.095728 0.7002 0.6553 -0.1080 -0.7948
H -0.553132 2.420171 2.079182 -0.2113 -0.5553 0.3861 0.1887
H 0.878924 2.642059 2.921619 0.4423 -0.8633 0.3099 0.2036
H 1.977793 1.055850 1.256450 -0.1770 -0.5813 -0.6461 0.2210
H 1.313914 2.499701 0.601813 -0.0658 -0.1212 -0.2563 0.2569
H 0.879181 0.202225 3.380594 -0.1765 -0.0509 0.2369 0.3442
H -0.300357 0.033712 2.325071 -0.5100 -0.5236 0.2495 0.3407
H -0.096190 -2.598062 -0.657058 -0.0544 -0.1170 0.0758 0.4652
H 1.118375 -1.905812 -1.229666 -0.0107 -0.1984 -0.0127 0.4737
O 0.721510 -2.783330 -1.128481 0.0084 0.3907 -0.0759 -0.9386
H -1.550169 -1.795856 -3.228995 -0.3942 0.3557 0.0083 0.4629
H -1.321743 -2.535820 -4.455611 -0.1354 -0.1373 -0.5608 0.4649
O -1.925339 -1.866585 -4.119026 0.5748 -0.2388 0.5706 -0.9277
```
Forces are in eV/Å.